{"formula": "C27H30Br2N3O6S4V", "method": "ωB97M-V/def2-TZVPD", "total_charge": -1, "e_tot_ha": -9347.37087, "de_lowest_kj_mol": 93.27, "spin_multiplicity": 2, "homo_lumo_gap_ha": [0.1895, 0.1888], "e_homo_ev": [-2.970, -2.950], "elements": ["Br", "Br", "V", "S", "S", "S", "S", "O", "O", "O", "O", "O", "O", "N", "N", "N", "C", "C", "C", "C", "C", "C", "C", "C", "C", "C", "C", "C", "C", "C", "C", "C", "C", "C", "C", "C", "C", "C", "C", "C", "C", "C", "C", "H", "H", "H", "H", "H", "H", "H", "H", "H", "H", "H", "H", "H", "H", "H", "H", "H", "H", "H", "H", "H", "H", "H", "H", "H", "H", "H", "H", "H", "H"], "coordinates": [[-3.252, 1.586, -0.538], [-2.173, -0.299, 2.126], [0.067, 0.064, 0.880], [2.671, 1.369, 0.166], [-1.225, -0.814, -1.578], [0.485, 1.762, -3.102], [2.186, -1.424, -2.415], [2.794, 2.546, -0.675], [1.248, 0.776, -0.112], [3.650, 0.341, -0.178], [1.315, -4.193, 0.575], [0.665, -1.670, 1.049], [2.682, 1.664, 1.594], [-0.848, 2.089, 0.817], [0.541, -0.009, 2.721], [1.686, -0.716, 2.891], [3.837, -2.653, 2.720], [2.529, -0.178, -3.700], [-0.004, 2.916, 1.471], [-2.383, 3.947, 0.667], [-3.604, 2.168, 4.203], [-4.401, 2.050, 3.050], [-1.633, -0.132, -3.261], [4.444, -4.930, 2.319], [-1.189, 1.283, -3.620], [4.707, -3.712, 2.921], [0.762, -2.288, -3.137], [-2.253, 1.685, 4.331], [2.422, -4.022, 1.350], [1.388, 0.660, -4.264], [1.889, -1.524, 1.657], [-1.999, 2.643, 0.431], [-6.191, 3.313, 4.057], [-4.166, 2.879, 5.284], [-0.113, 0.565, 3.728], [-5.432, 3.428, 5.215], [-0.422, -2.354, -2.175], [-1.506, 4.771, 1.356], [-1.484, 0.849, 3.568], [-0.294, 4.235, 1.751], [-5.660, 2.617, 2.978], [2.683, -2.783, 1.952], [3.309, -5.080, 1.543], [-1.842, 2.014, -3.148], [5.601, -3.577, 3.514], [-1.213, -2.952, -2.638], [-4.035, 1.517, 2.189], [2.556, -0.933, 1.020], [-3.588, 2.987, 6.194], [1.820, 1.315, -5.024], [4.067, -1.680, 3.136], [0.631, 0.037, -4.738], [1.736, -1.235, 3.766], [-2.723, -0.179, -3.307], [-5.838, 3.955, 6.070], [0.443, 4.829, 2.272], [-1.704, 2.099, 5.173], [-1.219, -0.841, -3.976], [3.018, -0.692, -4.533], [-1.764, 5.802, 1.555], [1.337, -5.076, 0.194], [-3.337, 4.302, 0.311], [-6.231, 2.515, 2.063], [-1.257, 1.421, -4.702], [0.963, 2.499, 1.735], [5.127, -5.762, 2.439], [0.379, 0.765, 4.677], [-7.177, 3.755, 3.995], [-0.113, -2.809, -1.231], [3.248, 0.465, -3.201], [1.066, -3.315, -3.350], [3.106, -6.026, 1.051], [0.496, -1.809, -4.079]], "atomic_forces_ev_per_a": [[0.023, 0.113, -0.106], [-0.625, 0.072, 0.385], [-3.370, -1.901, 1.678], [2.642, 0.981, -0.153], [0.409, -0.249, -1.272], [-0.015, -0.502, -0.227], [-0.319, 0.269, -0.103], [-0.503, 0.008, -0.067], [1.999, 1.025, -1.967], [-0.483, -0.113, -0.200], [-0.139, -0.005, -0.158], [-0.179, -0.803, -0.791], [-0.075, 0.179, 0.164], [-0.722, 1.282, 0.214], [0.775, 0.851, -0.970], [0.216, -0.562, 0.799], [-0.037, -0.096, -0.016], [-0.097, -0.247, 0.283], [0.029, -0.145, -0.168], [0.062, 0.242, 0.056], [-0.404, -0.071, 0.110], [0.030, -0.025, 0.032], [-0.249, 0.030, 0.558], [0.019, -0.025, 0.022], [0.346, 0.166, 0.413], [0.094, 0.020, 0.046], [0.180, 0.180, 0.397], [0.218, -0.246, -0.388], [0.242, 0.076, 0.277], [0.001, 0.350, 0.245], [0.602, 0.080, 0.360], [0.150, -0.377, -0.029], [-0.070, -0.010, -0.065], [0.033, -0.092, -0.083], [-0.077, -0.072, 0.557], [-0.065, 0.063, -0.021], [-0.176, 0.092, 0.397], [0.108, -0.329, -0.088], [0.165, -0.151, 0.458], [-0.120, 0.309, 0.064], [-0.027, 0.054, 0.130], [-0.342, -0.004, -0.148], [-0.082, -0.002, -0.083], [-0.057, 0.041, 0.008], [0.002, 0.010, 0.017], [0.014, -0.097, 0.143], [0.052, 0.002, -0.029], [0.023, -0.093, -0.004], [0.041, 0.007, 0.009], [-0.030, -0.150, -0.130], [-0.013, 0.038, -0.015], [0.130, 0.039, -0.123], [-0.334, -0.064, -0.066], [0.006, -0.025, -0.280], [0.047, 0.013, 0.019], [0.021, -0.018, 0.001], [0.115, 0.205, -0.174], [-0.154, -0.029, 0.059], [0.065, 0.179, -0.032], [-0.020, 0.027, 0.036], [0.089, -0.030, 0.062], [-0.028, -0.039, 0.010], [-0.011, -0.010, -0.017], [-0.181, -0.036, 0.000], [0.012, -0.056, 0.142], [-0.008, -0.023, 0.013], [-0.032, -0.033, -0.046], [-0.016, 0.002, 0.021], [0.035, -0.193, -0.067], [0.208, 0.122, 0.003], [-0.140, -0.013, -0.114], [-0.012, -0.023, 0.024], [0.007, -0.169, -0.008]]}

---

{"formula": "C4H7NO", "method": "ωB97M-V/def2-TZVPD", "total_charge": 0, "e_tot_ha": -286.46240, "de_lowest_kj_mol": 444.37, "spin_multiplicity": 1, "homo_lumo_gap_ha": 0.4009, "e_homo_ev": -10.041, "elements": ["O", "N", "C", "C", "C", "C", "H", "H", "H", "H", "H", "H", "H"], "coordinates": [[0.805, -0.663, 1.078], [2.237, 0.652, -1.746], [1.790, 0.633, -0.678], [1.078, 0.620, 0.605], [-1.472, 0.234, -0.192], [-0.139, -1.197, 0.268], [1.626, 1.165, 1.383], [-0.547, -2.100, 0.750], [-2.254, -0.430, 0.112], [-0.075, 0.851, 0.302], [-1.417, 0.338, -1.280], [0.182, -1.350, -0.766], [-1.816, 1.245, 0.162]], "atomic_forces_ev_per_a": [[0.212, -0.136, 0.042], [-0.329, -0.031, 1.033], [0.426, 0.041, -1.021], [-0.694, 0.432, -0.113], [-0.222, -1.458, -0.043], [-1.263, 0.969, -0.440], [-0.371, 0.082, -0.339], [-0.295, 0.620, -0.360], [-0.883, -0.295, -0.325], [2.452, 1.145, 0.813], [0.046, -0.397, 0.206], [-0.045, -0.101, 0.143], [0.965, -0.872, 0.404]]}

---

{"formula": "C5HNO4Sn", "method": "ωB97M-V/def2-TZVPD", "total_charge": 2, "e_tot_ha": -760.30933, "de_lowest_kj_mol": 55.97, "spin_multiplicity": 1, "homo_lumo_gap_ha": 0.2823, "e_homo_ev": -20.169, "elements": ["Sn", "O", "O", "O", "O", "N", "C", "C", "C", "C", "C", "H"], "coordinates": [[-0.343, -0.948, 1.898], [-0.443, 2.160, 0.774], [-2.739, -0.756, 1.217], [1.584, 0.996, 0.539], [3.043, -0.398, -0.490], [-1.791, 0.160, -0.816], [1.934, -0.080, -0.355], [0.239, 1.299, 0.342], [-2.303, -0.346, 0.180], [-0.348, 0.169, -0.588], [0.654, -0.681, -1.023], [0.513, -1.574, -1.677]], "atomic_forces_ev_per_a": [[0.243, -0.216, 0.830], [0.530, -0.063, 0.761], [1.284, 0.190, -1.261], [-1.761, -0.129, -0.392], [0.329, -0.279, -0.007], [0.877, -1.138, 1.514], [-0.227, -0.421, -0.796], [0.087, -0.751, -1.572], [-1.242, 1.105, -0.718], [0.511, -0.647, -0.172], [-1.309, 1.492, 1.376], [0.677, 0.856, 0.439]]}

---

{"formula": "C3H5NO2", "method": "ωB97M-V/def2-TZVPD", "smiles": "O=CCNC=O", "total_charge": 0, "e_tot_ha": -322.54625, "de_lowest_kj_mol": 73.73, "spin_multiplicity": 1, "homo_lumo_gap_ha": 0.4048, "e_homo_ev": -10.190, "elements": ["O", "O", "N", "C", "C", "C", "H", "H", "H", "H", "H"], "coordinates": [[1.996, -1.032, -0.555], [-2.411, 0.236, 0.500], [-0.449, 0.090, -0.648], [1.697, -0.335, 0.387], [0.382, 0.398, 0.485], [-1.796, -0.036, -0.512], [0.596, 1.475, 0.572], [-0.139, 0.121, 1.410], [0.017, -0.332, -1.441], [2.392, -0.180, 1.235], [-2.284, -0.405, -1.433]], "atomic_forces_ev_per_a": [[-0.099, 0.306, 0.426], [0.185, -0.060, -0.318], [-0.119, -0.033, 0.015], [0.053, -0.130, -0.247], [0.018, -0.014, 0.026], [-0.026, 0.044, 0.099], [0.002, -0.158, -0.013], [0.109, 0.000, -0.082], [-0.110, 0.031, 0.066], [-0.063, -0.037, -0.114], [0.050, 0.050, 0.143]]}

---

{"formula": "C26H22FeI2N5O4PS2", "method": "ωB97M-V/def2-TZVPD", "total_charge": 0, "e_tot_ha": -4575.50904, "de_lowest_kj_mol": 53.24, "spin_multiplicity": 5, "homo_lumo_gap_ha": [0.2485, 0.2449], "e_homo_ev": [-7.721, -7.723], "elements": ["I", "I", "Fe", "S", "S", "P", "O", "O", "O", "O", "N", "N", "N", "N", "N", "C", "C", "C", "C", "C", "C", "C", "C", "C", "C", "C", "C", "C", "C", "C", "C", "C", "C", "C", "C", "C", "C", "C", "C", "C", "C", "H", "H", "H", "H", "H", "H", "H", "H", "H", "H", "H", "H", "H", "H", "H", "H", "H", "H", "H", "H", "H", "H"], "coordinates": [[-2.232, -2.522, 5.377], [-3.642, -0.873, 2.453], [-0.352, -1.078, 1.122], [-1.244, 0.470, -0.757], [-1.410, -2.530, -2.385], [-1.190, -0.551, -2.496], [-0.390, 0.199, 2.811], [-2.618, 2.413, 2.178], [1.922, 5.745, 3.777], [2.712, 4.737, 5.579], [1.992, 4.809, 4.569], [3.436, -2.387, 1.589], [-0.245, -3.049, 1.719], [1.150, -4.745, 1.807], [1.673, -1.189, 0.927], [0.023, 1.277, 3.345], [-0.144, -5.241, 2.077], [-2.138, 1.422, -4.220], [1.647, 0.203, -5.365], [1.462, 2.470, 4.926], [-1.473, 2.607, 1.812], [0.464, -0.158, -4.746], [0.415, -0.223, -3.313], [2.080, -2.369, 1.467], [-0.319, 2.553, 2.755], [1.038, -3.418, 1.581], [-2.364, 0.117, -3.692], [3.891, -1.135, 1.162], [0.248, 3.750, 3.176], [2.787, 0.454, -4.644], [0.904, 1.316, 4.474], [-2.691, 1.818, -5.437], [2.813, -0.411, 0.801], [-2.925, -0.673, 4.446], [1.199, 3.684, 4.226], [-3.344, -0.680, -4.271], [1.541, 0.080, -2.577], [2.729, 0.359, -3.248], [-0.973, -4.170, 2.032], [-4.011, -0.214, -5.416], [-3.605, 0.937, -6.055], [-0.397, -0.453, -5.341], [1.246, 0.327, 4.819], [1.546, 0.181, -1.496], [-2.036, -4.106, 2.216], [2.055, 2.452, 5.831], [1.653, 0.408, -6.431], [-0.047, 4.695, 2.738], [3.934, -3.105, 2.111], [3.728, 0.757, -5.139], [-2.047, -0.034, 4.300], [2.741, 0.612, 0.431], [3.648, 0.467, -2.623], [-1.468, 2.143, -3.749], [-4.095, 1.277, -6.979], [2.040, -5.239, 1.899], [-0.416, -6.208, 2.357], [4.911, -0.825, 1.240], [-3.722, -0.259, 5.009], [-3.527, -1.628, -3.803], [-1.255, 2.748, 0.713], [-2.446, 2.760, -5.900], [-4.866, -0.777, -5.768]], "atomic_forces_ev_per_a": [[-0.317, 0.758, -0.366], [0.073, -0.347, -0.004], [-1.751, 2.406, 0.027], [0.149, -0.260, 0.814], [0.091, 0.370, 0.373], [0.343, -1.494, -0.031], [-0.409, -2.041, -0.904], [0.984, 0.276, -0.252], [0.596, 0.215, 0.928], [-0.668, 0.694, -1.227], [0.253, 0.295, 0.230], [-0.938, 0.129, 0.150], [1.114, -0.074, -0.370], [-0.223, -0.382, 0.295], [1.682, -1.463, 1.153], [1.154, 2.154, -0.110], [0.891, 1.663, -0.101], [0.123, -0.003, -0.420], [-0.601, 0.379, -0.759], [-0.519, 1.240, -0.536], [-0.796, -0.616, -0.678], [0.234, -0.611, 1.511], [-0.732, 0.597, -1.364], [-0.484, 1.066, -1.949], [-0.250, 0.184, 0.865], [-0.643, -0.016, 1.348], [-0.098, 1.399, -0.684], [0.224, -0.456, 0.697], [0.837, -1.136, 0.804], [1.045, 0.230, 1.125], [-0.396, -1.581, -1.092], [-0.501, -1.458, 0.504], [-1.131, -0.099, -0.357], [1.142, -0.552, -0.897], [-0.586, -1.577, 0.358], [0.434, 0.992, -0.112], [0.627, 0.247, -0.434], [1.115, -0.114, 0.300], [0.294, 0.543, -0.399], [-0.034, -0.601, 0.461], [-0.245, 1.255, -0.065], [0.068, 0.283, 0.165], [-0.396, 0.544, 0.297], [-0.364, -0.311, -0.158], [0.154, -0.072, -0.112], [0.326, 0.233, -0.337], [-0.020, -0.382, -0.027], [0.219, -0.030, -0.012], [0.098, 0.509, -0.437], [-0.671, -0.269, 0.311], [-0.385, -0.247, 0.464], [0.163, -0.452, 0.191], [-0.752, 0.204, -0.728], [0.047, -0.472, 0.169], [0.216, -0.373, 0.410], [-0.735, 0.064, -0.206], [0.255, -1.423, 0.132], [0.297, -0.168, 0.007], [-0.415, 0.258, 0.648], [-0.262, -0.396, -0.115], [-0.157, 0.237, 0.745], [0.055, 0.142, 0.068], [0.177, -0.089, -0.305]]}

---

{"formula": "C32H26F5N2O2S3Se2Ti", "method": "ωB97M-V/def2-TZVPD", "total_charge": 3, "e_tot_ha": -8840.35680, "de_lowest_kj_mol": 7.25, "spin_multiplicity": 1, "homo_lumo_gap_ha": 0.2394, "e_homo_ev": -16.210, "elements": ["Se", "Se", "Ti", "S", "S", "S", "F", "F", "F", "F", "F", "O", "O", "N", "N", "C", "C", "C", "C", "C", "C", "C", "C", "C", "C", "C", "C", "C", "C", "C", "C", "C", "C", "C", "C", "C", "C", "C", "C", "C", "C", "C", "C", "C", "C", "C", "C", "H", "H", "H", "H", "H", "H", "H", "H", "H", "H", "H", "H", "H", "H", "H", "H", "H", "H", "H", "H", "H", "H", "H", "H", "H", "H"], "coordinates": [[1.302, -2.514, 2.033], [2.183, -0.640, 3.179], [0.456, -0.419, 0.287], [0.689, 2.770, 1.217], [0.659, 0.096, -2.008], [-2.450, -0.008, -1.124], [-0.066, -4.951, -1.849], [0.500, -5.228, -4.502], [1.128, -3.049, -5.984], [1.206, -0.606, -4.843], [-0.018, -2.495, -0.706], [-1.435, -0.355, 0.028], [0.889, 1.343, 0.544], [2.472, -1.329, -0.094], [-0.474, -0.126, 2.541], [3.378, -1.115, -1.059], [3.060, 3.624, 0.091], [3.524, -3.438, 0.404], [0.529, -4.038, -3.948], [4.707, 4.722, 1.456], [-3.641, -1.296, -1.094], [-1.755, 0.144, 2.820], [-2.394, 2.438, 0.202], [2.604, -2.444, 0.633], [-4.879, -3.035, -0.046], [-1.255, 0.727, 5.077], [0.281, -2.637, -2.048], [2.269, 3.489, 1.235], [0.851, -2.917, -4.706], [-3.339, 1.394, -0.385], [3.914, 4.585, 2.585], [0.239, -3.901, -2.594], [4.384, -2.028, -1.333], [-2.186, 0.574, 4.064], [4.288, 4.238, 0.216], [-0.188, 3.702, -0.077], [-1.309, 2.928, -0.752], [-5.348, -2.412, -2.334], [0.886, -1.662, -4.110], [0.069, 0.393, 4.823], [4.441, -3.217, -0.623], [2.684, 3.952, 2.485], [0.597, -1.497, -2.760], [-5.611, -3.195, -1.218], [-4.340, -1.459, -2.287], [0.399, -0.031, 3.550], [-3.888, -2.072, 0.033], [-1.729, 3.593, -1.510], [-4.030, 0.997, 0.359], [5.197, -3.958, -0.847], [-3.010, 3.274, 0.542], [3.269, -0.203, -1.629], [-5.914, -2.552, -3.244], [-3.235, 0.771, 4.231], [2.725, 3.254, -0.871], [-3.312, -1.945, 0.940], [-1.942, 2.016, 1.103], [0.812, 0.423, 5.608], [-4.106, -0.867, -3.163], [-6.389, -3.945, -1.265], [5.098, -1.806, -2.114], [-1.555, 1.058, 6.063], [3.552, -4.330, 1.014], [-2.455, 0.001, 2.011], [4.925, 4.357, -0.649], [4.249, 4.969, 3.538], [0.556, 4.052, -0.791], [5.667, 5.215, 1.536], [-0.866, 2.101, -1.312], [2.049, 3.835, 3.355], [-5.087, -3.663, 0.809], [-3.929, 1.781, -1.221], [-0.552, 4.568, 0.486]], "atomic_forces_ev_per_a": [[-0.073, 0.129, -0.134], [-0.063, -0.072, -0.062], [0.209, -0.033, -0.022], [-0.244, -0.202, -0.106], [-0.039, -0.116, 0.149], [0.096, 0.086, 0.064], [-0.004, -0.010, 0.021], [0.001, -0.003, -0.014], [0.007, -0.006, -0.020], [0.003, 0.010, -0.008], [0.064, 0.029, -0.027], [-0.141, -0.160, 0.170], [0.117, 0.136, -0.075], [0.013, -0.064, -0.120], [-0.037, 0.204, 0.055], [0.033, 0.002, 0.020], [-0.067, -0.023, -0.033], [0.153, 0.172, -0.053], [-0.007, 0.012, 0.044], [0.009, 0.005, -0.007], [-0.011, 0.055, -0.163], [0.011, -0.002, 0.045], [-0.023, -0.067, 0.051], [-0.156, -0.223, 0.141], [0.020, -0.007, 0.034], [0.009, 0.003, 0.014], [-0.017, 0.021, -0.014], [0.112, 0.092, 0.157], [-0.016, 0.048, 0.092], [-0.049, -0.035, -0.052], [-0.019, -0.016, -0.022], [0.015, 0.038, -0.080], [-0.049, 0.054, 0.012], [0.005, -0.019, -0.040], [0.035, 0.021, 0.028], [0.118, 0.079, 0.068], [0.021, 0.025, -0.088], [0.020, 0.003, 0.020], [-0.022, -0.082, 0.000], [-0.042, -0.005, 0.010], [0.001, 0.010, -0.013], [0.019, -0.013, -0.041], [0.016, 0.024, -0.015], [-0.010, 0.019, -0.042], [-0.005, -0.098, 0.023], [0.049, -0.060, -0.006], [-0.046, 0.019, 0.054], [-0.038, 0.002, 0.037], [0.013, -0.016, 0.003], [0.004, 0.000, 0.002], [0.003, 0.013, -0.016], [0.014, -0.013, -0.007], [0.000, 0.003, -0.008], [-0.010, 0.006, 0.002], [-0.002, -0.007, 0.003], [-0.002, 0.006, -0.007], [0.006, 0.014, -0.014], [0.029, -0.009, -0.018], [0.010, 0.025, 0.001], [-0.003, -0.008, 0.010], [0.013, -0.024, -0.004], [-0.003, 0.004, 0.008], [-0.019, 0.008, 0.016], [-0.006, 0.005, -0.012], [-0.012, -0.006, -0.018], [-0.006, -0.003, 0.010], [-0.006, -0.041, -0.012], [0.006, 0.003, -0.002], [-0.002, 0.006, 0.018], [-0.006, 0.002, 0.009], [0.003, 0.001, 0.007], [0.001, 0.026, 0.012], [-0.004, 0.022, -0.037]]}